[1]
105
Properties=species:S:1:pos:R:3 method="wB97M-V/def2-TZVPD" de_lowest_ev=0.4455 lumo_energy_ev=3.32 total_charge=-2 orbital_gap_ev=4.81 energy_ha=-4154.87604 homo_energy_ev=-1.5
Cs -0.297 0.596 -0.223
C 3.014 -3.783 -3.014
S 2.225 -4.507 -1.572
C 1.946 -3.084 -0.514
S 2.637 -1.584 -0.869
N 1.191 -3.464 0.487
N 0.703 -2.439 1.246
C 0.510 -2.723 2.475
C -0.107 -1.755 3.396
C -0.239 -2.075 4.750
C -0.836 -1.161 5.602
C -1.279 0.047 5.088
C -1.097 0.283 3.730
N -0.546 -0.594 2.902
H 3.219 -4.617 -3.688
H 3.940 -3.282 -2.742
H 2.353 -3.064 -3.497
H 0.805 -3.695 2.878
H 0.134 -3.024 5.115
H -0.936 -1.381 6.660
H -1.712 0.812 5.719
H -1.380 1.233 3.291
C 1.230 -1.098 -7.001
C 0.554 0.157 -6.463
N -0.766 -0.109 -5.928
C -1.872 -0.017 -6.864
C -2.545 1.350 -6.848
C -0.977 -0.412 -4.602
S 0.350 -0.605 -3.562
N -2.277 -0.614 -4.323
C -2.786 -0.534 -3.088
O -2.306 -0.020 -2.073
C -4.197 -1.099 -2.984
C -4.875 -1.628 -4.077
C -6.157 -2.138 -3.932
C -6.777 -2.130 -2.689
C -6.106 -1.604 -1.592
C -4.826 -1.091 -1.744
H 2.202 -0.860 -7.441
H 0.616 -1.579 -7.767
H 1.381 -1.800 -6.181
H 0.448 0.906 -7.255
H 1.163 0.585 -5.668
H -2.602 -0.787 -6.620
H -1.476 -0.233 -7.862
H -2.960 1.535 -5.858
H -3.353 1.398 -7.583
H -1.827 2.141 -7.077
H -4.373 -1.634 -5.036
H -6.675 -2.549 -4.792
H -7.777 -2.533 -2.575
H -6.577 -1.597 -0.616
H -4.278 -0.670 -0.913
C 2.043 3.414 7.126
C 1.868 2.152 6.511
C 1.577 2.084 5.174
C 1.434 3.239 4.357
C 1.103 3.077 2.961
C 1.045 4.289 2.280
C 1.270 5.557 2.872
C 1.558 5.676 4.205
C 1.643 4.502 4.991
C 1.938 4.554 6.380
H 2.270 3.474 8.185
H 1.969 1.245 7.097
H 1.452 1.129 4.676
H 0.780 4.286 1.223
H 1.203 6.455 2.259
H 1.722 6.644 4.669
H 2.085 5.527 6.843
C 2.818 2.419 -2.841
P 2.358 2.951 -1.181
C 3.357 1.985 -0.045
C 2.988 4.640 -1.020
O 0.891 2.864 -0.939
H 3.899 2.471 -2.987
H 2.317 3.057 -3.570
H 2.473 1.392 -2.988
H 4.412 2.207 -0.219
H 3.173 0.919 -0.188
H 3.069 2.257 0.976
H 4.044 4.697 -1.289
H 2.856 4.953 0.017
H 2.409 5.298 -1.668
S -6.361 -2.271 3.525
C -5.117 -1.400 2.608
C -3.953 -2.000 2.153
C -3.029 -1.213 1.485
N -3.207 0.084 1.241
C -4.360 0.625 1.611
C -5.343 -0.064 2.308
C -5.399 -3.289 4.609
C -4.235 -2.841 5.228
C -3.590 -3.690 6.110
N -4.029 -4.910 6.432
C -5.143 -5.319 5.838
C -5.856 -4.562 4.918
H -3.743 -3.047 2.323
H -2.093 -1.644 1.147
H -4.496 1.676 1.375
H -6.242 0.440 2.637
H -3.822 -1.864 5.015
H -2.671 -3.368 6.586
H -5.487 -6.316 6.096
H -6.743 -4.962 4.446

---

[2]
46
Properties=species:S:1:pos:R:3 method="wB97M-V/def2-TZVPD" de_lowest_ev=0.2769 lumo_energy_ev=2.35 total_charge=-1 orbital_gap_ev=8.31 energy_ha=-6701.15392 homo_energy_ev=-6.0
In 1.296 -1.289 -0.368
C -5.476 0.323 2.730
C -4.440 -0.221 1.776
C -3.092 0.077 1.934
C -2.143 -0.373 1.026
C -2.544 -1.167 -0.041
C -3.887 -1.499 -0.201
C -4.824 -1.022 0.701
S -1.417 -1.650 -1.340
O -2.275 -2.172 -2.377
O -0.646 -0.435 -1.682
N -0.283 -2.678 -0.884
C -0.636 -3.560 0.260
C -0.360 -2.876 1.619
O -0.960 -3.278 2.609
O 0.503 -1.900 1.590
H -5.007 0.829 3.575
H -6.113 -0.476 3.118
H -6.124 1.044 2.222
H -2.767 0.671 2.783
H -1.107 -0.102 1.160
H -4.178 -2.116 -1.042
H -5.873 -1.269 0.565
H -0.033 -4.463 0.203
H -1.684 -3.853 0.250
O 4.919 -1.849 -2.460
Se 3.971 -1.321 -1.266
O 2.661 -0.399 -1.838
O 4.763 -0.454 -0.139
O 3.060 -2.525 -0.507
C 0.576 2.474 -2.033
N 1.953 2.568 -1.549
C 2.977 3.208 -2.220
C 4.067 3.141 -1.431
N 3.691 2.461 -0.288
C 4.564 2.173 0.857
C 2.407 2.093 -0.377
Se 1.516 1.071 0.910
H 0.435 3.231 -2.798
H -0.108 2.643 -1.208
H 0.376 1.491 -2.438
H 2.844 3.637 -3.199
H 5.073 3.494 -1.580
H 5.488 2.728 0.721
H 4.767 1.105 0.886
H 4.071 2.481 1.775

---

[3]
20
Properties=species:S:1:pos:R:3 method="wB97M-V/def2-TZVPD" lumo_energy_ev="-4.58 / -6.26" total_charge=+1 multiplicity=4 orbital_gap_ev="6.66 / 8.22" energy_ha=-579.03567 homo_energy_ev="-11.2 / -14.5"
O -0.530 1.321 2.632
Pt -2.504 0.241 2.820
O -2.338 1.296 1.382
C -1.277 1.805 1.739
O -0.478 2.462 0.818
C -0.871 2.500 -0.601
H -0.404 3.434 -0.930
H -1.964 2.515 -0.582
C -0.338 1.317 -1.336
C -1.127 0.389 -1.878
H 0.749 1.237 -1.420
H -0.710 -0.430 -2.465
H -2.203 0.379 -1.693
C 1.070 2.215 1.691
C 1.785 3.502 1.356
H 1.434 1.905 2.674
H 1.393 1.383 1.055
H 1.363 4.346 1.914
H 2.829 3.378 1.674
H 1.804 3.711 0.280

---

[4]
17
Properties=species:S:1:pos:R:3 method="wB97M-V/def2-TZVPD" de_lowest_ev=4.3195 lumo_energy_ev=-0.04 total_charge=0 orbital_gap_ev=8.66 energy_ha=-735.20477 homo_energy_ev=-8.7
C -1.466 0.769 -1.722
C -0.079 0.710 -1.160
C 0.296 0.723 0.155
I -1.097 1.304 1.746
C 1.736 0.612 0.653
O 1.884 0.576 2.003
H -2.063 1.739 -1.650
H -2.111 -0.057 -1.267
H -1.315 0.535 -2.777
H 0.658 0.550 -1.840
H 2.271 -0.158 0.038
H 1.979 1.731 0.340
H 2.137 -0.323 2.243
O 0.834 -2.379 0.930
N -0.213 -1.946 1.263
O -1.211 -2.338 0.339
H -2.241 -2.047 0.708